(A)
A single CH4N2S2 molecule, computed with wB97M-V/def2-TZVPD.

Each line ends with the Mulliken charge.
Positions of all 9 atoms, in Å:
S: -1.77618 -0.58346 -0.24839  -0.09
S: 1.75991 -0.68579 0.05848  -0.07
N: 1.24584 0.86160 -0.35444  -0.37
N: -0.95912 0.71776 0.57044  -0.47
C: 0.10515 1.35790 -0.10529  0.11
H: 0.81250 -1.06107 0.94526  0.09
H: -0.03632 2.36111 -0.35962  0.38
H: -1.63914 1.36137 0.94324  0.30
H: -1.51450 -1.55642 0.62943  0.12

Total charge ... 0
SMILES ... S/N=C\NS
2S+1 ... 1
Highest occupied orbital energy ... -0.319 Eh
LUMO energy ... 0.55 eV
Orbital gap ... 9.23 eV

***

(B)
A single CH4N2S2 molecule, computed with wB97M-V/def2-TZVPD.

Each line ends with the Mulliken charge.
Positions of all 9 atoms, in Å:
S: 0.53087 -1.54669 -0.28509  0.17
S: -1.34034 -1.88159 -1.12000  -0.15
N: -0.12703 1.41372 -0.19762  -0.48
N: 0.21995 -0.54026 0.81191  -0.23
C: 0.60291 0.89395 0.77783  -0.23
H: 0.36067 1.07820 1.77654  0.31
H: -1.01380 -2.49219 -2.17916  0.15
H: 1.65758 0.97786 0.54707  0.26
H: -0.89081 2.09700 -0.13149  0.20

Total charge ... 0
2S+1 ... 1
Highest occupied orbital energy ... -0.305 Eh
LUMO energy ... -1.81 eV
Orbital gap ... 6.48 eV

***

(A) has the most favorable energy; the next structure is 354.9 kJ/mol above.

***

(A)
A single CH4N2S2 molecule, computed with wB97M-V/def2-TZVPD.

Each line ends with the Mulliken charge.
Positions of all 9 atoms, in Å:
S: -2.65218 -0.97463 1.18200  -0.20
S: -0.71502 -1.62331 0.62804  0.14
N: 0.16493 -0.32065 0.70074  -0.20
N: 0.44374 1.14768 -0.89606  -0.53
C: 1.16477 0.11718 -0.32383  -0.22
H: -2.43457 -0.07515 0.09827  0.23
H: 1.34136 -0.84717 -0.98783  0.31
H: 0.70588 2.12226 -0.69636  0.21
H: 1.98109 0.45379 0.29502  0.26

Total charge ... 0
2S+1 ... 1
Highest occupied orbital energy (spin up / spin down) ... -0.303 / -0.304 Eh
LUMO energy (spin up / spin down) ... -1.70 / -1.70 eV
Orbital gap (spin up / spin down) ... 6.55 / 6.56 eV

***

(B)
A single CH4N2S2 molecule, computed with wB97M-V/def2-TZVPD.

Each line ends with the Mulliken charge.
Positions of all 9 atoms, in Å:
S: 1.49588 1.49594 -0.50997  -0.19
S: -2.26952 -0.40642 -0.20371  -0.57
N: 0.01992 -1.39665 0.07426  -0.47
N: -0.26142 1.08347 -0.15167  -0.36
C: -0.62510 -0.28129 -0.07836  0.66
H: 2.12601 1.12131 0.82966  0.16
H: -1.02118 1.82007 -0.07294  0.26
H: 1.20766 -1.22339 0.19064  0.27
H: -0.67224 -2.21302 -0.07791  0.24

Total charge ... 0
SMILES ... NC(=S)NS
2S+1 ... 1
Highest occupied orbital energy ... -0.300 Eh
LUMO energy ... 0.16 eV
Orbital gap ... 8.31 eV

***

(B) has the most favorable energy; the next structure is 253.8 kJ/mol above.

***

(A)
A single CH4N2S2 molecule, computed with wB97M-V/def2-TZVPD.

Each line ends with the Mulliken charge.
Positions of all 9 atoms, in Å:
S: 0.59686 -1.57717 0.76293  -0.19
S: 1.66054 0.16073 -0.08468  0.15
N: -1.52728 0.15644 -0.19273  -0.44
N: 0.90126 1.47348 0.10705  -0.58
C: -1.03951 -0.95551 -0.00504  -0.14
H: 0.97950 1.73112 1.06003  0.25
H: 1.13361 -0.15849 -1.38273  0.24
H: -1.09556 0.91432 0.32072  0.36
H: -1.60942 -1.74492 -0.58555  0.35

Total charge ... 0
2S+1 ... 1
Highest occupied orbital energy ... -0.323 Eh
LUMO energy ... -0.01 eV
Orbital gap ... 8.77 eV

***

(B)
A molecular structure, CH4N2S2, computed with wB97M-V/def2-TZVPD.

Each line ends with the Mulliken charge.
Positions of all 9 atoms, in Å:
S: -2.16880 -0.56323 -0.25371  -0.28
S: 2.45721 -0.22554 -0.35213  -0.14
N: 0.75083 -0.38996 0.07868  -0.37
N: -1.42423 0.72995 -0.40025  -0.28
C: -0.14394 0.67024 -0.02748  0.25
H: -3.74452 -0.12279 0.44219  0.11
H: 3.27810 -0.46501 0.74744  0.16
H: 0.44126 -1.24163 -0.30722  0.29
H: 0.55409 1.60797 0.07248  0.25

Total charge ... 0
2S+1 ... 1
Highest occupied orbital energy ... -0.295 Eh
LUMO energy ... -0.17 eV
Orbital gap ... 7.86 eV

***

(A) has the most favorable energy; the next structure is 97.7 kJ/mol above.

***

(A)
A single CH4N2S2 molecule, computed with wB97M-V/def2-TZVPD.

Each line ends with the Mulliken charge.
Positions of all 9 atoms, in Å:
S: 1.41802 0.68680 2.59969  -0.18
S: 1.39568 -0.89262 1.33970  -0.02
N: -0.01277 -1.24028 -0.83015  -0.36
N: -0.08372 -0.81233 0.52680  -0.20
C: 0.26093 0.10183 -0.94956  -0.24
H: 1.51684 -0.00667 3.73867  0.16
H: 1.33607 0.35605 -1.01225  0.30
H: -0.87957 -1.60511 -1.14275  0.26
H: -0.61260 0.67362 -1.21849  0.27

Total charge ... 0
SMILES ... SSN1CN1
2S+1 ... 1
Highest occupied orbital energy ... -0.303 Eh
LUMO energy ... 0.67 eV
Orbital gap ... 8.91 eV

***

(B)
A single CH4N2S2 molecule, computed with wB97M-V/def2-TZVPD.

Each line ends with the Mulliken charge.
Positions of all 9 atoms, in Å:
S: -1.79316 -0.61773 -0.24004  -0.13
S: 1.87577 -0.60339 0.05326  -0.09
N: 1.21593 0.84358 -0.36516  -0.27
N: -1.16808 0.72395 0.45320  -0.32
C: 0.09360 1.27982 -0.03634  0.08
H: -0.19002 2.35684 -0.30084  0.27
H: -1.69166 1.28817 1.09048  0.27
H: 1.18439 -1.16888 1.06279  0.09
H: -1.52099 -1.58976 0.73791  0.11

Total charge ... 0
SMILES ... S/N=C\NS
2S+1 ... 1
Highest occupied orbital energy ... -0.318 Eh
LUMO energy ... 0.55 eV
Orbital gap ... 9.20 eV

***

(C)
A single CH4N2S2 molecule, computed with wB97M-V/def2-TZVPD.

Each line ends with the Mulliken charge.
Positions of all 9 atoms, in Å:
S: -2.19637 -0.78844 -0.15767  -0.09
S: 0.81971 -1.98731 -0.11801  -0.34
N: 1.51112 0.61237 -0.15450  -0.48
N: -0.75755 0.15500 -0.14156  -0.36
C: 0.53500 -0.35814 -0.09604  0.33
H: 2.42483 0.39414 0.20803  0.27
H: 1.19421 1.46634 0.29734  0.26
H: -2.76321 -0.43075 1.00247  0.13
H: -0.76775 0.93679 -0.84006  0.29

Total charge ... 0
SMILES ... NC(=S)NS
2S+1 ... 1
Highest occupied orbital energy ... -0.308 Eh
LUMO energy ... 0.58 eV
Orbital gap ... 8.95 eV

***

(C) has the most favorable energy; the next structure is 153.2 kJ/mol above.

***

(A)
A single C4H7N3O molecule, computed with wB97M-V/def2-TZVPD.

Each line ends with the Mulliken charge.
Positions of all 15 atoms, in Å:
O: 2.30631 -0.29016 0.25760  -0.46
N: 1.13679 -0.07425 -0.45306  -0.20
N: -0.20297 1.97797 0.08149  -0.50
N: -1.41026 1.21664 0.08144  -0.16
C: -1.05161 -1.54863 -0.00852  -0.68
C: 0.88133 1.38901 -0.22301  -0.01
C: 0.07075 -0.61359 0.29929  -0.01
C: -1.14853 -0.08927 -0.35875  -0.11
H: -1.07627 -2.13753 -0.95129  0.23
H: -1.57740 -2.03526 0.84080  0.26
H: 1.84897 1.87262 -0.16069  0.42
H: 0.06978 -0.33377 1.39220  0.23
H: -1.01967 0.00379 -1.42594  0.29
H: -1.89848 1.25423 0.95515  0.34
H: 3.07126 -0.59180 -0.32671  0.35

Total charge ... 0
SMILES ... ON1C=NN[C@@H]2C[C@H]21
2S+1 ... 1
Highest occupied orbital energy ... -0.308 Eh
LUMO energy ... 0.85 eV
Orbital gap ... 9.22 eV

***

(B)
A single C4H7N3O molecule, computed with wB97M-V/def2-TZVPD.

Each line ends with the Mulliken charge.
Positions of all 15 atoms, in Å:
O: 3.96000 0.57625 -0.08476  -0.40
N: 0.93583 -1.28452 0.11639  -0.59
N: 2.60401 0.31986 -0.38434  -0.36
N: -1.38085 -0.96659 -0.24010  -0.12
C: -2.60252 1.17293 0.18310  -0.93
C: 2.23881 -0.74643 0.22473  0.03
C: -0.06074 -0.52760 0.02441  0.02
C: -2.43661 -0.10306 -0.25004  0.20
H: -3.30861 -0.57208 -0.67787  0.30
H: -3.52340 1.70216 0.04290  0.25
H: -1.86045 1.67864 0.76401  0.27
H: -0.04191 0.54368 0.22965  0.31
H: -1.57016 -1.94093 -0.28787  0.25
H: 4.08251 1.45349 -0.46356  0.36
H: 2.96410 -1.30580 0.80335  0.43

Total charge ... 0
SMILES ... C=CN/C=N/C=N/O
2S+1 ... 1
Highest occupied orbital energy ... -0.313 Eh
LUMO energy ... 0.82 eV
Orbital gap ... 9.35 eV

***

(B) has the most favorable energy; the next structure is 288.3 kJ/mol above.

***

(A)
A single C4H7N3O molecule, computed with wB97M-V/def2-TZVPD.

Each line ends with the Mulliken charge.
Positions of all 15 atoms, in Å:
O: -1.30662 0.45871 -0.16875  -0.38
N: -0.18906 -1.48591 0.18010  -0.74
N: 2.19855 -0.00733 -0.38541  -0.07
N: 2.49824 -1.11851 0.11048  -0.56
C: -2.50659 -0.29324 -0.12187  -0.64
C: 1.05045 0.62727 -0.03076  0.55
C: -0.18518 -0.24035 -0.00061  0.68
C: 0.96684 1.94669 0.19649  -0.84
H: 1.85324 2.54584 0.30719  0.30
H: 0.73197 -1.90975 0.29351  0.31
H: -3.31549 0.41712 -0.27626  0.23
H: -2.60631 -0.78904 0.84561  0.30
H: 0.01382 2.41452 0.35415  0.31
H: -2.50794 -1.05496 -0.90394  0.29
H: 3.30407 -1.51108 -0.39992  0.24

Total charge ... 0
SMILES ... [H]/N=N/C(=C)/C(=N\[H])OC
2S+1 ... 1
Highest occupied orbital energy ... -0.328 Eh
LUMO energy ... -0.33 eV
Orbital gap ... 8.59 eV

***

(B)
2 unconnected molecules or ions with the total composition C4H7N3O, computed with wB97M-V/def2-TZVPD.

Each line ends with the Mulliken charge.
Positions of all 15 atoms, in Å:
O: -1.34254 -1.30021 -0.37358  -0.24
N: 0.77014 -0.37411 -0.92568  -0.40
N: -2.52733 -0.75095 0.13255  -0.19
N: 1.83593 0.57767 -0.58537  -0.43
C: 2.50705 -0.44511 0.66371  -0.61
C: -0.36628 -0.09838 -0.60938  0.44
C: -2.41011 0.71078 0.08027  -0.19
C: -1.08162 1.10227 -0.11829  -0.46
H: 2.70120 0.27951 -1.24286  0.31
H: 1.64478 -0.25191 1.44400  0.24
H: -3.38563 1.13947 0.59102  0.30
H: 3.69471 -0.23460 0.91699  0.28
H: -3.25146 -0.61174 -0.52216  0.26
H: -0.69570 2.02251 0.15736  0.43
H: 1.90685 -1.76520 0.39141  0.25

Total charge ... 0
2S+1 ... 1
Highest occupied orbital energy ... -0.320 Eh
LUMO energy ... 0.64 eV
Orbital gap ... 9.35 eV

***

(A) has the most favorable energy; the next structure is 567.7 kJ/mol above.

***

(A)
A single C4H7N3O molecule, computed with wB97M-V/def2-TZVPD.

Each line ends with the Mulliken charge.
Positions of all 15 atoms, in Å:
O: 2.55094 -0.80806 -0.13632  -0.58
N: -1.91184 -0.98380 0.49245  -0.69
N: 0.64733 -1.88563 -0.21748  -0.41
N: -0.56027 0.75271 -0.54099  -0.27
C: -1.72965 0.13185 -0.17201  0.04
C: 1.36512 -0.82861 0.04477  0.37
C: 0.59434 0.61242 0.17287  0.36
C: 1.43555 1.71729 0.26677  -0.82
H: -0.98114 1.78270 -0.81140  0.34
H: 1.11682 -2.88743 -0.06639  0.28
H: -0.43261 -1.82828 0.01720  0.34
H: -2.52061 0.70502 -0.63462  0.30
H: -2.95823 -0.88934 0.56679  0.26
H: 0.96026 2.69569 0.12760  0.25
H: 2.42400 1.71348 0.89077  0.23

Total charge ... 0
SMILES ... [H]/N=C/NC(=C)C(N)=O
2S+1 ... 1
Highest occupied orbital energy ... -0.320 Eh
LUMO energy ... 0.31 eV
Orbital gap ... 9.01 eV

***

(B)
A molecular structure, C4H7N3O, computed with wB97M-V/def2-TZVPD.

Each line ends with the Mulliken charge.
Positions of all 15 atoms, in Å:
O: -2.02559 0.54053 -0.43174  -0.28
N: -2.51100 -0.84550 -0.08655  -0.20
N: -0.73644 0.49836 -0.57655  0.08
N: 0.89858 -1.11407 0.03849  -0.58
C: 2.16235 -0.39036 -0.23268  -1.18
C: -1.53680 -1.47806 0.16076  -0.08
C: -0.33400 -0.79830 -0.10347  0.67
C: -0.33627 1.45733 0.36831  -0.71
H: 2.97633 -1.01451 -0.90343  0.28
H: 0.96363 1.23433 0.81243  0.20
H: 1.88222 0.41320 -0.84282  0.53
H: -1.24646 1.49902 1.19400  0.28
H: -0.63346 2.28784 -0.33654  0.25
H: 2.48870 0.27838 0.60444  0.40
H: -2.01178 -2.56822 0.33534  0.34

Total charge ... 0
2S+1 ... 1
Highest occupied orbital energy ... -0.328 Eh
LUMO energy ... 0.35 eV
Orbital gap ... 9.28 eV

***

(C)
A single C4H7N3O molecule, computed with wB97M-V/def2-TZVPD.

Each line ends with the Mulliken charge.
Positions of all 15 atoms, in Å:
O: -0.11277 1.52975 -0.03707  -0.41
N: 0.48108 -2.13395 0.10939  -0.39
N: 2.05018 -0.27473 -0.27284  -0.44
N: -1.71636 -0.40326 0.01746  -0.32
C: -0.25334 0.18796 -0.05614  0.36
C: 0.61640 -0.79987 0.10660  0.14
C: 2.59453 0.81594 0.03210  -0.22
C: -2.72820 0.34506 -0.07448  -0.28
H: 1.10509 -2.67399 0.68544  0.23
H: -0.96251 1.94431 -0.27006  0.27
H: -2.68750 1.44683 -0.20967  0.09
H: -0.39588 -2.52637 -0.19277  0.25
H: 3.61551 0.98536 -0.30339  0.27
H: 2.11680 1.64766 0.55376  0.22
H: -3.72302 -0.09071 -0.08832  0.24

Total charge ... 0
SMILES ... C=N/C(N)=C(\O)N=C
2S+1 ... 1
Highest occupied orbital energy ... -0.285 Eh
LUMO energy ... 0.70 eV
Orbital gap ... 8.44 eV

***

(A) has the most favorable energy; the next structure is 92.4 kJ/mol above.

***

(A)
A molecular structure, C4H7N3O, computed with wB97M-V/def2-TZVPD.

Each line ends with the Mulliken charge.
Positions of all 15 atoms, in Å:
O: -2.61894 -0.26481 0.01989  -0.37
N: -1.62340 -1.12690 -0.48716  -0.18
N: 1.71608 -1.59051 0.05558  -0.39
N: 0.38251 -1.95290 0.40207  -0.46
C: 1.86484 -0.25634 -0.17855  -0.46
C: 0.50836 0.23270 -0.43355  0.77
C: 0.22480 1.65898 0.28684  -0.96
C: -0.33853 -0.85462 -0.03278  -0.19
H: -1.65890 -1.92518 0.14571  0.36
H: -2.32032 -0.30555 1.06126  0.37
H: 1.04564 1.61100 1.44927  0.28
H: 0.30827 0.32020 -1.58515  0.36
H: 2.90048 0.16804 -0.53877  0.31
H: -0.95701 1.72173 0.35183  0.31
H: 0.56611 2.56416 -0.51650  0.25

Total charge ... 0
2S+1 ... 1
Highest occupied orbital energy ... -0.345 Eh
LUMO energy ... -0.58 eV
Orbital gap ... 8.81 eV

***

(B)
A single C4H7N3O molecule, computed with wB97M-V/def2-TZVPD.

Each line ends with the Mulliken charge.
Positions of all 15 atoms, in Å:
O: 1.89585 -1.35557 -0.33078  -0.41
N: -2.17026 -0.52024 -0.09097  -0.54
N: 0.82702 1.79031 -0.19343  -0.58
N: 1.43765 -0.30549 0.46111  -0.11
C: -0.38298 1.09578 0.22191  -0.21
C: 1.70199 0.89372 -0.19384  -0.08
C: -0.86975 -0.12275 -0.49398  0.21
C: 0.07078 -0.32045 0.68178  -0.34
H: -0.53738 -0.28696 -1.59498  0.24
H: -2.63990 0.31850 0.09876  0.17
H: -0.49912 -0.74414 1.56838  0.33
H: 2.70664 1.04703 -0.59613  0.37
H: -2.70895 -1.20357 -0.59051  0.21
H: -1.15730 1.65275 0.73498  0.39
H: 2.32570 -1.93891 0.31770  0.34

Total charge ... 0
SMILES ... N[C@H]1[C@@H]2N=CN(O)[C@H]12
2S+1 ... 1
Highest occupied orbital energy ... -0.313 Eh
LUMO energy ... 0.83 eV
Orbital gap ... 9.33 eV

***

(B) has the most favorable energy; the next structure is 312.0 kJ/mol above.